1.
{"formula": "C14H20BN3Ru", "method": "ωB97M-V/def2-TZVPD", "s_squared": 6.01, "homo_lumo_gap_ev": [4.82, 5.94], "energy_ha": -828.643392, "charge": 2, "homo_ev": [-13.4, -14.5], "multiplicity": 5, "symbols": ["C", "C", "H", "H", "H", "H", "H", "H", "C", "C", "C", "C", "H", "H", "H", "H", "N", "C", "C", "N", "C", "C", "C", "H", "H", "C", "H", "H", "Ru", "C", "H", "H", "H", "B", "C", "N", "H", "H", "H"], "coordinates": [[-0.7767, 0.9701, 2.8727], [-0.7085, -0.4852, 2.8911], [-0.0358, 1.4372, 3.5155], [-1.7665, 1.3211, 3.1499], [-0.5825, 1.3120, 1.8435], [-0.3819, -0.9397, 1.9570], [0.9682, -1.7718, 3.5432], [-1.5844, -0.9872, 3.3267], [0.5212, 2.5333, -2.2913], [1.0219, 3.4234, -3.2293], [1.3770, 2.9329, -4.4935], [1.3557, 1.5655, -4.7641], [0.1633, 2.7701, -1.2887], [1.0825, 4.4783, -2.9671], [1.6671, 3.6399, -5.2608], [1.6009, 1.1429, -5.7366], [0.4265, 1.2245, -2.6116], [0.9055, 0.6938, -3.7676], [0.7208, -0.7293, -3.8204], [0.0585, -1.2031, -2.7187], [-0.0162, -2.5160, -2.4132], [0.7653, -2.9814, -4.6276], [0.3173, -3.4469, -3.3836], [-0.3338, -2.7265, -1.3890], [0.1936, -4.5030, -3.1492], [1.0182, -1.6342, -4.8451], [1.3903, -1.2229, -5.7864], [0.9195, -3.7037, -5.4206], [-1.2595, 0.1562, -2.0504], [-3.0804, -0.0558, -1.1983], [-3.4581, -1.0848, -1.3052], [-3.8228, 0.6871, -1.5472], [-2.7905, 0.1433, -0.1378], [0.7223, 0.1514, 6.3767], [0.6676, -0.4514, 5.0536], [0.5227, -0.9376, 3.9405], [1.6745, -0.4085, 6.8700], [-0.3342, -0.1511, 6.9123], [0.8711, 1.3567, 6.2197]], "atomic_forces_ev_per_a": [[-0.219, 1.715, -0.997], [0.550, -1.528, 1.354], [-0.087, 0.186, -0.010], [0.005, 0.094, 0.161], [-0.020, 0.106, 0.437], [0.025, -0.142, 0.266], [0.361, 0.231, 0.672], [0.443, 0.012, -0.226], [0.339, -0.818, -1.067], [-0.095, 0.063, 0.222], [0.023, 0.013, 0.315], [-0.178, -0.580, 0.165], [0.127, 0.322, -0.416], [0.046, -0.218, -0.295], [0.080, -0.115, -0.011], [0.172, 0.382, 0.156], [1.202, 1.370, 0.309], [-0.413, 2.848, 0.124], [-1.228, -2.829, 0.173], [2.426, -1.806, -0.252], [0.235, 0.642, -1.086], [-0.106, -0.340, 0.112], [-0.035, 0.008, 0.381], [-0.194, -0.252, -0.539], [0.154, 0.208, -0.314], [0.073, 0.905, 0.169], [0.046, -0.520, 0.242], [0.124, 0.112, 0.008], [-2.109, 0.425, 0.783], [-0.412, 0.393, 0.619], [0.038, 0.293, 0.044], [0.283, -0.403, 0.335], [-0.587, -0.090, -0.335], [-1.148, 0.600, -0.491], [0.007, 0.113, 0.916], [-1.094, -0.669, -1.858], [0.389, -0.134, 0.099], [0.381, -0.231, -0.133], [0.399, -0.366, -0.031]]}



2.
{"formula": "C8H23N11O7P2", "method": "ωB97M-V/def2-TZVPD", "homo_lumo_gap_ev": 8.69, "energy_ha": -2130.457474, "smiles": "N#CC[C@@](C#N)([PH2]=O)P(=N)(O)O.NC(N)=O.NC(N)=O.NC(N)=O.NC(N)=O", "homo_ev": -9.3, "symbols": ["N", "C", "C", "C", "C", "N", "P", "O", "P", "N", "O", "O", "H", "H", "H", "H", "H", "H", "H", "C", "O", "N", "N", "H", "H", "H", "H", "C", "O", "N", "N", "H", "H", "H", "H", "C", "O", "N", "N", "H", "H", "H", "H", "C", "O", "N", "N", "H", "H", "H", "H"], "coordinates": [[-3.7993, 2.7838, -0.7270], [-2.9405, 2.4541, 0.0568], [-2.1068, 1.8886, 1.3069], [-0.6432, 2.6256, 1.4088], [0.3713, 1.5044, 1.9253], [1.1686, 0.8846, 2.6003], [-0.0049, 3.1634, -0.3231], [1.5480, 3.2557, -0.2966], [-0.7797, 4.1703, 2.5117], [0.5582, 4.5548, 3.2878], [-1.9976, 4.0276, 3.7097], [-1.2337, 5.4883, 1.5094], [-1.9388, 0.7586, 1.0835], [-2.6703, 1.9281, 2.3028], [-0.4856, 2.1395, -1.2367], [-0.4850, 4.4404, -0.7542], [1.2737, 3.8497, 3.0437], [-1.8589, 3.2105, 4.2545], [-2.2171, 5.6126, 1.5747], [-1.4955, -1.8191, -1.0314], [-0.9437, -0.7691, -0.7149], [-2.7965, -1.8829, -1.3881], [-0.8469, -3.0054, -1.0506], [-3.2648, -2.7364, -1.6507], [-3.3159, -1.0194, -1.3873], [0.1273, -3.0012, -0.7910], [-1.2798, -3.8745, -1.3068], [5.3518, 0.0206, 2.9188], [6.4296, -0.3294, 2.4614], [4.1940, -0.0820, 2.2247], [5.2207, 0.5434, 4.1630], [3.2987, 0.2005, 2.5841], [4.2488, -0.4661, 1.2944], [6.0599, 0.6366, 4.7124], [4.3450, 0.8370, 4.5571], [-4.3542, -5.1365, -3.1955], [-3.8058, -4.0875, -2.8823], [-5.6578, -5.1998, -3.5518], [-3.7044, -6.3234, -3.2125], [-6.1260, -6.0490, -3.8119], [-6.1763, -4.3357, -3.5517], [-2.7308, -6.3178, -2.9534], [-4.1359, -7.1938, -3.4663], [3.6828, -0.1582, -2.2072], [3.6637, -1.3076, -2.6250], [4.8281, 0.5547, -2.0802], [2.5619, 0.5029, -1.8345], [4.8646, 1.4986, -1.7392], [5.6853, 0.0976, -2.3471], [1.6879, 0.0060, -1.9137], [2.5565, 1.4483, -1.4882]], "atomic_forces_ev_per_a": [[4.697, -1.541, 3.785], [-3.552, 0.489, -0.811], [0.167, -0.700, -1.504], [-1.169, -2.000, -0.359], [2.729, -0.233, 3.541], [-4.554, 3.191, -4.013], [4.533, -0.199, -0.519], [-3.543, -0.510, 0.037], [2.347, 2.350, 2.842], [-1.467, -1.659, -1.847], [0.699, -0.631, -2.465], [-1.450, -2.934, 2.120], [-0.173, 1.965, 0.069], [0.518, 0.402, -1.744], [-0.110, 0.684, 0.808], [-0.601, -0.825, 0.530], [-0.121, 0.650, 0.203], [0.194, 1.095, -0.638], [0.970, 0.041, -0.259], [-0.455, -0.138, -0.175], [0.251, 0.549, 0.237], [-0.512, 0.445, 0.223], [0.777, -0.370, 0.227], [0.094, 0.033, -0.234], [0.147, -0.173, -0.051], [-0.176, -0.013, -0.097], [-0.087, 0.180, -0.075], [0.291, -0.232, -0.469], [-0.002, 0.055, 0.113], [-0.409, -0.169, -0.511], [0.246, 0.317, 0.913], [0.049, -0.025, -0.070], [-0.020, 0.095, 0.173], [-0.197, -0.017, -0.134], [0.064, -0.039, -0.098], [-0.049, -0.055, 0.000], [0.031, -0.080, 0.091], [-0.626, 0.390, -0.094], [0.638, -0.350, 0.142], [0.079, 0.075, 0.019], [0.086, -0.198, -0.024], [-0.204, -0.056, -0.103], [0.029, 0.104, 0.011], [-0.160, -0.368, -0.168], [0.036, -0.001, 0.031], [0.867, 0.164, -0.064], [-0.771, 0.164, 0.120], [-0.056, -0.099, 0.010], [-0.185, 0.101, 0.098], [0.146, 0.074, 0.080], [-0.035, 0.000, 0.102]]}